Record 1
The following is a DFT calculation (ωB97M-V with the def2-TZVPD basis set) of a molecular structure, C48H29F5HfN9SeSi.

The calculation puts the total energy at -151774.6104 eV. The net charge is +1. The calculation puts the energy above the lowest of the compared OMol25 structures with the same formula, charge and spin at 0.000 eV. The calculation puts the HOMO-LUMO gap at 6.3 eV.

Last column: Löwdin charge in e.
Geometry (Å):
Hf (-0.61, -0.88, 0.30)  1.582
C (-1.67, -3.52, -3.17)  -0.032
C (-0.60, -4.39, -3.38)  -0.030
C (0.56, -4.21, -2.67)  0.016
C (0.65, -3.16, -1.73)  -0.297
N (-0.40, -2.35, -1.51)  0.010
C (-1.53, -2.53, -2.23)  -0.130
N (1.89, -3.01, -1.15)  0.183
C (2.16, -2.35, -0.08)  -0.311
N (1.33, -1.64, 0.78)  -0.017
C (2.08, -1.21, 1.88)  -0.273
N (1.71, -0.73, 3.00)  0.198
C (0.40, -0.56, 3.41)  -0.322
C (0.25, -0.28, 4.78)  0.013
C (-1.00, -0.12, 5.31)  -0.028
C (-2.11, -0.25, 4.48)  -0.035
C (-1.90, -0.52, 3.15)  -0.151
N (-0.67, -0.66, 2.60)  -0.041
C (3.50, -1.50, 1.59)  -0.106
C (4.64, -1.21, 2.32)  0.006
C (5.84, -1.67, 1.80)  -0.048
C (5.89, -2.41, 0.61)  -0.054
C (4.74, -2.70, -0.10)  0.006
C (3.54, -2.22, 0.42)  -0.113
H (-2.60, -3.61, -3.72)  0.116
H (-0.67, -5.20, -4.10)  0.119
H (1.43, -4.83, -2.81)  0.122
H (-2.34, -1.85, -2.03)  0.100
H (1.15, -0.19, 5.36)  0.125
H (-1.12, 0.09, 6.37)  0.119
H (-3.12, -0.16, 4.84)  0.116
H (-2.74, -0.66, 2.48)  0.088
H (4.58, -0.65, 3.24)  0.119
H (6.77, -1.46, 2.33)  0.111
H (6.85, -2.75, 0.25)  0.110
H (4.76, -3.28, -1.01)  0.118
Se (-2.15, 3.10, -6.37)  1.160
N (-3.10, 2.76, -4.89)  -0.202
C (-2.30, 2.14, -4.06)  -0.343
C (-2.71, 1.73, -2.72)  -0.072
C (-3.95, 2.04, -2.19)  0.041
C (-4.23, 1.67, -0.89)  -0.003
C (-3.29, 0.93, -0.18)  -0.127
N (-2.11, 0.59, -0.70)  -0.039
C (-1.80, 1.03, -1.93)  -0.160
C (-0.41, 0.81, -2.38)  -0.167
N (0.43, 0.26, -1.49)  -0.018
C (1.72, 0.19, -1.81)  -0.111
C (2.21, 0.58, -3.05)  0.001
C (1.33, 1.08, -4.00)  0.036
C (-0.01, 1.22, -3.65)  -0.080
C (-0.97, 1.87, -4.53)  -0.343
N (-0.69, 2.28, -5.74)  -0.204
H (-4.66, 2.60, -2.79)  0.130
H (-5.17, 1.91, -0.42)  0.125
H (-3.51, 0.58, 0.82)  0.108
H (2.39, -0.19, -1.05)  0.101
H (3.26, 0.48, -3.26)  0.123
H (1.67, 1.39, -4.98)  0.128
C (3.76, 2.74, 3.54)  -0.081
C (3.82, 2.28, 2.23)  -0.089
C (2.65, 2.03, 1.53)  -0.129
C (1.39, 2.25, 2.11)  -0.342
C (1.35, 2.72, 3.42)  -0.115
C (2.52, 2.96, 4.13)  -0.079
Si (-0.15, 1.86, 1.10)  0.713
C (-0.35, 3.22, -0.21)  -0.322
C (-1.53, 3.97, -0.25)  -0.124
C (-1.76, 4.91, -1.24)  -0.081
C (-0.80, 5.14, -2.21)  -0.081
C (0.40, 4.44, -2.17)  -0.079
C (0.62, 3.50, -1.18)  -0.111
H (4.67, 2.94, 4.09)  0.105
H (4.78, 2.12, 1.76)  0.106
H (2.72, 1.65, 0.52)  0.082
H (0.40, 2.90, 3.89)  0.099
H (2.47, 3.33, 5.14)  0.105
H (-1.34, 2.10, 1.99)  -0.009
H (-2.28, 3.82, 0.52)  0.090
H (-2.68, 5.48, -1.24)  0.108
H (-0.98, 5.88, -2.98)  0.106
H (1.16, 4.64, -2.91)  0.109
H (1.57, 2.98, -1.17)  0.092
F (-4.33, -1.53, -0.33)  0.050
C (-3.70, -2.55, 0.32)  -0.248
C (-2.38, -2.42, 0.69)  -0.132
C (-1.85, -3.56, 1.27)  -0.253
F (-0.54, -3.58, 1.62)  0.049
C (-2.55, -4.73, 1.51)  -0.144
F (-1.98, -5.79, 2.07)  0.135
C (-3.89, -4.79, 1.13)  -0.133
F (-4.60, -5.89, 1.34)  0.147
C (-4.47, -3.69, 0.52)  -0.145
F (-5.74, -3.74, 0.14)  0.130


Record 2
The following is a DFT calculation (ωB97M-V with the def2-TZVPD basis set) of a molecular structure, C48H30Br2MnN6O4S2.

The calculation puts the total energy at -260473.0684 eV. The net charge is 0. The calculation puts the energy above the lowest of the compared OMol25 structures with the same formula, charge and spin at 0.259 eV. The spin multiplicity is 2. The calculation puts the HOMO-LUMO gap (alpha / beta) at 7.2 / 6.9 eV.

Last column: Löwdin charge in e.
Geometry (Å):
Mn (0.52, 0.30, 0.16)  0.675
O (-3.12, 6.01, 0.93)  -0.009
C (-3.34, 5.12, 0.10)  -0.701
O (-3.96, 5.11, -0.98)  -0.036
C (-2.64, 3.77, 0.41)  -0.090
C (-1.57, 3.73, 1.29)  0.072
C (-0.79, 2.58, 1.34)  -0.188
N (-1.08, 1.50, 0.60)  0.043
C (-2.19, 1.48, -0.15)  -0.180
C (-2.98, 2.61, -0.29)  0.060
C (-2.43, 0.17, -0.80)  -0.203
C (-3.59, -0.15, -1.50)  0.008
C (-3.74, -1.44, -1.97)  -0.042
C (-2.74, -2.37, -1.73)  -0.033
C (-1.61, -1.97, -1.04)  -0.115
N (-1.45, -0.72, -0.61)  0.079
C (0.43, 2.41, 2.15)  -0.169
C (0.82, 3.26, 3.17)  0.017
C (1.93, 2.92, 3.93)  -0.039
C (2.61, 1.74, 3.65)  -0.033
C (2.17, 0.95, 2.61)  -0.073
N (1.12, 1.29, 1.86)  0.057
H (-1.34, 4.62, 1.85)  0.125
H (-3.82, 2.66, -0.97)  0.123
H (-4.36, 0.59, -1.64)  0.116
H (-4.63, -1.72, -2.52)  0.112
H (-2.84, -3.40, -2.06)  0.111
H (-0.80, -2.65, -0.82)  0.098
H (0.25, 4.15, 3.38)  0.120
H (2.26, 3.57, 4.73)  0.115
H (3.46, 1.43, 4.24)  0.111
H (2.65, 0.02, 2.36)  0.118
S (6.49, -3.59, -0.23)  1.044
C (6.30, -5.06, 0.63)  -0.414
C (5.11, -5.12, 1.28)  -0.168
C (4.32, -3.95, 1.07)  -0.094
C (4.94, -3.03, 0.27)  -0.486
C (4.42, -1.73, -0.14)  -0.185
C (3.04, -1.47, 0.05)  -0.089
N (2.47, -0.34, -0.27)  0.063
C (3.22, 0.63, -0.85)  -0.136
C (4.59, 0.48, -1.09)  -0.124
C (5.31, 1.57, -1.69)  -0.009
C (4.68, 2.71, -2.04)  -0.011
C (3.27, 2.88, -1.83)  -0.123
C (2.58, 4.05, -2.19)  0.043
C (1.22, 4.13, -1.98)  -0.171
C (0.59, 3.02, -1.39)  -0.046
N (1.22, 1.92, -1.01)  0.083
C (2.55, 1.84, -1.23)  -0.128
C (0.41, 5.32, -2.27)  -0.481
C (-0.95, 5.44, -2.19)  -0.100
C (-1.41, 6.76, -2.44)  -0.145
C (-0.39, 7.61, -2.73)  -0.396
S (1.13, 6.83, -2.68)  1.042
C (5.18, -0.73, -0.71)  0.040
H (7.09, -5.79, 0.61)  0.065
H (4.80, -5.96, 1.88)  0.107
H (3.33, -3.81, 1.50)  0.098
H (2.39, -2.21, 0.51)  0.094
H (6.37, 1.45, -1.86)  0.119
H (5.24, 3.52, -2.50)  0.119
H (3.12, 4.87, -2.64)  0.111
H (-0.48, 3.05, -1.21)  0.098
H (-1.64, 4.65, -1.95)  0.098
H (-2.45, 7.03, -2.38)  0.115
H (-0.44, 8.66, -2.96)  0.067
H (6.25, -0.87, -0.86)  0.111
Br (1.61, -2.90, -2.68)  0.822
C (0.62, -1.54, -3.57)  -0.729
C (0.23, -1.79, -4.88)  -0.109
C (-0.52, -0.81, -5.51)  -0.056
C (-0.83, 0.35, -4.82)  -0.045
C (-0.37, 0.48, -3.52)  -0.126
N (0.34, -0.45, -2.89)  0.051
H (0.50, -2.71, -5.36)  0.099
H (-0.85, -0.96, -6.53)  0.113
H (-1.41, 1.14, -5.28)  0.110
H (-0.61, 1.38, -2.95)  0.095
Br (-4.78, -1.97, 5.53)  0.722
C (-3.22, -2.09, 4.46)  -0.693
C (-2.88, -1.03, 3.64)  -0.118
C (-1.74, -1.13, 2.86)  -0.017
C (-0.95, -2.27, 2.89)  -0.122
C (-1.31, -3.32, 3.73)  -0.014
C (-2.45, -3.24, 4.51)  -0.121
C (0.29, -2.38, 2.04)  -0.587
O (0.99, -3.40, 2.13)  0.013
O (0.56, -1.42, 1.26)  -0.144
H (-3.49, -0.14, 3.62)  0.100
H (-1.45, -0.31, 2.21)  0.085
H (-0.69, -4.20, 3.74)  0.117
H (-2.74, -4.06, 5.16)  0.099